# C31H71N8O29

A 15-piece molecular cluster, C31H71N8O29 overall at a distorted geometry (ωB97M-V/def2-TZVPD, OMol25).

Last column: Löwdin charge in e.
CARTESIAN COORDINATES (ANGSTROEM)
C1 -3.58689 -0.90587 -2.98687  0.040
C2 -4.09162 0.35301 -3.60999  -0.371
O1 -4.16171 0.55606 -4.76808  0.199
N1 -4.79573 1.37182 -2.68905  0.074
H1 -5.05274 0.90494 -1.82221  0.160
H2 -4.02239 2.02102 -2.44799  0.124
C3 -5.97166 2.03987 -3.34411  0.023
H3 -3.45014 -0.83127 -1.91537  0.057
H4 -2.68679 -1.21678 -3.52660  0.104
H5 -4.22051 -1.74784 -3.29448  0.117
H6 -5.50098 2.66678 -4.09407  0.110
H7 -6.45991 2.69618 -2.62694  0.094
H8 -6.65795 1.26197 -3.65499  0.108
C4 -0.44124 1.36490 0.86634  0.031
C5 -0.78161 0.44409 -0.28583  -0.402
O2 -1.86050 -0.04512 -0.44536  0.104
N2 0.25824 0.40596 -1.32670  0.092
H9 -0.03599 0.87105 -2.22073  0.123
H10 1.02768 0.89466 -0.85064  0.095
C6 0.72276 -0.99940 -1.70361  0.048
H11 0.41745 1.90468 0.46187  0.067
H12 -0.00945 0.92283 1.77070  0.090
H13 -1.18524 2.04801 1.26811  0.081
H14 -0.18734 -1.50326 -2.02574  0.093
H15 1.00597 -1.49715 -0.77381  0.085
H16 1.51996 -0.96080 -2.43298  0.068
C7 -2.95144 -2.26809 5.92402  0.035
C8 -3.56403 -1.48100 4.82143  -0.387
O3 -4.07084 -0.43151 4.87295  0.215
N3 -3.06235 -1.94872 3.43394  0.098
H17 -2.57793 -2.84229 3.42158  0.163
H18 -3.81732 -2.00772 2.74483  0.185
C9 -2.14635 -0.87250 2.83002  0.017
H19 -3.43328 -2.03938 6.86842  0.111
H20 -1.87608 -2.06282 5.95383  0.113
H21 -2.94755 -3.34636 5.74315  0.098
H22 -1.35378 -0.66433 3.53866  0.094
H23 -2.70144 0.03751 2.62439  0.098
H24 -1.89037 -1.26219 1.84527  0.090
C10 5.21732 -2.87198 -0.02788  0.031
C11 4.07065 -3.75515 0.24115  -0.391
O4 2.97310 -3.57104 -0.14293  0.190
N4 4.36385 -5.01707 1.06622  0.093
H25 3.82250 -5.76652 0.61936  0.180
H26 5.31572 -5.37568 0.95491  0.187
C12 3.94768 -5.00168 2.50441  0.013
H27 5.79902 -2.57815 0.85023  0.105
H28 4.82466 -1.96921 -0.49527  0.084
H29 5.90215 -3.31955 -0.75737  0.128
H30 3.15806 -4.28046 2.68864  0.100
H31 4.82852 -4.73940 3.08553  0.105
H32 3.62069 -5.98077 2.84359  0.104
C13 -2.65898 -6.89654 -1.00721  0.040
C14 -1.55396 -6.64859 -0.01325  -0.412
O5 -1.06884 -7.47334 0.69453  0.148
N5 -0.92684 -5.27913 -0.06588  0.054
H33 -1.67401 -4.63807 -0.37984  0.138
H34 -0.66905 -5.15424 0.91323  0.156
C15 0.32322 -5.23847 -0.91231  0.030
H35 -2.18430 -7.14784 -1.95778  0.127
H36 -3.28832 -6.00964 -1.10846  0.074
H37 -3.26301 -7.72612 -0.65102  0.100
H38 1.06559 -5.87979 -0.44174  0.090
H39 0.60464 -4.19899 -0.99337  0.085
H40 -0.00962 -5.76413 -1.80457  0.106
C16 3.62261 5.63469 5.42815  0.041
C17 3.50759 4.61064 4.34083  -0.394
O6 3.75081 4.74039 3.19716  0.208
N6 2.94854 3.26185 4.79779  0.096
H41 3.44628 2.53266 4.28008  0.180
H42 3.05309 3.12224 5.79983  0.169
C18 1.44897 3.23063 4.45572  0.041
H43 2.70800 6.18264 5.64269  0.111
H44 4.35722 6.29456 4.96038  0.111
H45 4.08320 5.25625 6.34015  0.099
H46 1.28235 3.07667 3.39446  0.089
H47 0.99222 3.97901 5.09110  0.114
H48 1.14974 2.26348 4.87032  0.095
C19 -4.17628 5.93732 3.15458  0.016
C20 -4.23964 5.87428 1.67729  -0.410
O7 -4.82485 6.65028 1.00228  0.188
N7 -3.46292 4.72877 1.08047  0.081
H49 -3.10175 4.92871 0.11105  0.105
H50 -2.59775 4.60022 1.62331  0.145
C21 -4.27818 3.50191 0.98453  -0.001
H51 -5.06498 6.38946 3.59215  0.101
H52 -3.34863 6.61058 3.39489  0.113
H53 -4.03862 5.00715 3.70139  0.063
H54 -3.56699 2.76392 0.61080  0.080
H55 -5.19513 3.61327 0.41760  0.105
H56 -4.56924 3.13397 1.97205  0.093
C22 3.11020 1.32443 -3.41714  0.039
C23 4.44772 1.88815 -3.08457  -0.398
O8 5.07117 2.60407 -3.79142  0.170
N8 5.04837 1.44540 -1.78613  0.071
H57 4.27243 1.22716 -1.13199  0.090
H58 5.41797 0.47746 -1.95437  0.126
C24 5.94860 2.49986 -1.20683  0.004
H59 3.03701 0.23694 -3.37980  0.084
H60 2.72763 1.63878 -4.38359  0.107
H61 2.41358 1.76362 -2.69238  0.082
H62 6.80337 2.60712 -1.86081  0.101
H63 6.26085 2.11040 -0.24221  0.076
H64 5.25796 3.31894 -1.04281  0.103
O9 2.45964 2.68607 1.42773  0.035
C25 3.32813 1.86189 0.73856  -0.748
O10 2.82565 1.20000 -0.20879  -0.040
O11 4.53787 1.95056 1.00058  -0.012
H65 3.11288 3.28936 1.81806  0.061
O12 -2.53336 -3.76250 -4.51187  0.073
C26 -2.84532 -4.24118 -3.25520  -0.803
O13 -3.99089 -4.63359 -2.99542  -0.032
O14 -1.92776 -3.97887 -2.39407  -0.110
H66 -1.78250 -3.33743 -4.02776  0.077
O15 3.81784 -1.98094 -2.72185  0.008
C27 5.00708 -1.69569 -3.31162  -0.832
O16 5.22391 -2.15897 -4.43174  0.022
O17 5.93495 -1.13184 -2.63814  -0.099
H67 3.26871 -2.47315 -3.36502  0.077
O18 1.62681 -2.74780 -4.20313  -0.024
C28 1.05374 -3.89166 -4.75979  -0.813
O19 1.35153 -4.99176 -4.23685  -0.078
O20 0.24402 -3.66097 -5.68241  -0.029
H68 1.06461 -2.15177 -4.75031  0.063
O21 -3.34902 2.75521 4.74280  0.049
C29 -2.12759 2.78099 4.08357  -0.803
O22 -1.42166 1.74339 4.17438  -0.077
O23 -1.83277 3.83908 3.50545  -0.031
H69 -3.29113 1.84974 5.08231  0.067
O24 -0.95919 4.08586 -2.88876  0.102
C30 -1.96728 4.00837 -1.97659  -0.745
O25 -2.38677 5.02832 -1.40185  -0.006
O26 -2.37836 2.80682 -1.79045  -0.098
H70 -0.81773 3.11685 -2.81469  0.064
O27 -0.43293 1.23751 -6.05714  0.095
C31 -0.12462 0.69819 -4.83987  -0.767
O28 0.02936 1.46504 -3.84828  -0.064
O29 0.08563 -0.52465 -4.79331  -0.002
H71 -0.44541 0.34223 -6.46178  0.124

Summary:
- 2S+1 = 1
- net charge = +1
- energy (Eh) = -3843.42907
- maximum force (Eh/bohr) = 0.0726
- LUMO energy (eV) = -4.43
- E_HOMO (eV) = -7.2122
- HOMO-LUMO gap (eV) = 2.779

---

# C62H42CrGeN8Sb

C62H42CrGeN8Sb as an isolated structure at a distorted geometry (ωB97M-V/def2-TZVPD, OMol25).

Last column: Löwdin charge in e.
CARTESIAN COORDINATES (ANGSTROEM)
Cr1 -0.04869 0.47111 -0.56010  0.381
C1 0.03261 -5.24859 -3.70100  -0.049
C2 -0.94139 -4.65399 -4.50510  -0.048
C3 -1.36999 -3.35819 -4.27670  0.013
C4 -0.79209 -2.66669 -3.22370  -0.100
C5 -0.97449 -1.32589 -2.72150  -0.259
N1 -0.14909 -1.12229 -1.64510  -0.016
C6 0.58691 -2.26529 -1.44670  -0.258
N2 1.52621 -2.44589 -0.54900  0.253
C7 1.88591 -1.55959 0.35080  -0.267
C8 2.89601 -1.79499 1.35540  -0.108
C9 3.73251 -2.86779 1.61270  0.004
C10 4.57351 -2.77859 2.70740  -0.047
C11 4.57191 -1.65489 3.53470  -0.046
C12 3.73011 -0.58269 3.29390  0.013
C13 2.89351 -0.65959 2.19100  -0.114
C14 1.87711 0.22381 1.66920  -0.259
N3 1.50121 1.33761 2.25310  0.248
C15 0.61041 2.17041 1.76530  -0.252
N4 -0.01519 2.05981 0.55090  0.035
C16 -0.77829 3.18441 0.37250  -0.248
N5 -1.54049 3.45631 -0.65570  0.242
C17 -1.79879 2.61571 -1.62480  -0.236
N6 -1.39749 1.30841 -1.69790  0.030
C18 -1.93009 0.78191 -2.84820  -0.235
N7 -1.76969 -0.44399 -3.27910  0.240
C19 -2.68059 1.79251 -3.55810  -0.084
C20 -3.35359 1.80721 -4.76980  0.014
C21 -3.91929 3.00391 -5.17950  -0.047
C22 -3.84489 4.15161 -4.38990  -0.046
C23 -3.18379 4.14701 -3.17350  0.016
C24 -2.59109 2.95951 -2.77740  -0.090
C25 -0.67509 4.04501 1.52380  -0.102
C26 -1.29189 5.24481 1.84590  0.016
C27 -1.07569 5.74431 3.11830  -0.048
C28 -0.24719 5.08281 4.02640  -0.050
C29 0.40441 3.90721 3.69260  0.010
C30 0.18101 3.38431 2.42830  -0.104
N8 1.31261 -0.33329 0.54990  -0.008
C31 0.19391 -3.26619 -2.41240  -0.094
C32 0.60601 -4.57289 -2.63620  0.013
H1 0.34791 -6.25839 -3.91950  0.112
H2 -1.37779 -5.22419 -5.31130  0.112
H3 -2.13109 -2.89339 -4.88070  0.120
H4 3.70581 -3.74099 0.98150  0.125
H5 5.23531 -3.60139 2.93320  0.113
H6 5.23671 -1.62529 4.38550  0.111
H7 3.70941 0.28091 3.94080  0.121
H8 -3.42919 0.91481 -5.36670  0.119
H9 -4.43139 3.05071 -6.13020  0.112
H10 -4.31829 5.05781 -4.73640  0.112
H11 -3.11039 5.02651 -2.55400  0.120
H12 -1.92589 5.74591 1.12930  0.121
H13 -1.57459 6.65331 3.42000  0.112
H14 -0.12319 5.49081 5.01860  0.112
H15 1.05131 3.40381 4.39140  0.121
H16 1.34471 -5.02869 -1.99270  0.121
Ge1 1.72251 1.20761 -2.29840  0.993
C33 1.98781 3.07101 -2.93690  -0.349
C34 2.22491 4.15861 -2.10800  -0.126
C35 2.61301 5.37131 -2.65260  -0.088
C36 2.75621 5.50511 -4.02400  -0.085
C37 2.48251 4.43291 -4.85630  -0.084
C38 2.08961 3.22351 -4.31380  -0.138
C39 3.40081 0.43011 -1.58330  -0.356
C40 4.06341 1.00571 -0.50560  -0.127
C41 5.20681 0.41921 0.00490  -0.085
C42 5.68771 -0.75509 -0.55170  -0.088
C43 5.03601 -1.33129 -1.62920  -0.082
C44 3.89041 -0.74639 -2.13730  -0.135
H17 1.56801 0.42931 -3.63040  -0.017
H18 2.11501 4.06031 -1.03460  0.088
H19 2.80621 6.21421 -2.00680  0.102
H20 3.07981 6.44441 -4.44600  0.104
H21 2.57291 4.53371 -5.92720  0.104
H22 1.87871 2.37811 -4.95580  0.080
H23 3.68081 1.92151 -0.06930  0.101
H24 5.71761 0.87471 0.83980  0.108
H25 6.57351 -1.21929 -0.14580  0.105
H26 5.41691 -2.23779 -2.07440  0.105
H27 3.37411 -1.19389 -2.97840  0.091
C45 -5.69009 -3.63849 0.37690  -0.076
C46 -5.65929 -2.69269 1.38790  -0.073
C47 -4.51299 -1.94879 1.60210  -0.127
C48 -3.40609 -2.13739 0.79140  -0.357
C49 -3.45779 -3.03449 -0.26460  -0.138
C50 -4.59409 -3.80339 -0.45380  -0.076
Sb1 -1.61919 -1.04009 1.26640  1.619
C51 -2.15099 -0.30909 3.22580  -0.375
C52 -2.39289 -1.23509 4.23190  -0.140
C53 -2.76549 -0.80689 5.49230  -0.067
C54 -2.89229 0.54781 5.75600  -0.072
C55 -2.63399 1.47351 4.75940  -0.075
C56 -2.27009 1.04651 3.49070  -0.123
C57 -0.42949 -2.68999 2.00940  -0.349
C58 -0.43459 -3.93569 1.39580  -0.120
C59 0.34211 -4.96519 1.90510  -0.070
C60 1.13171 -4.75729 3.02470  -0.076
C61 1.13531 -3.51719 3.64170  -0.078
C62 0.36651 -2.48499 3.13090  -0.144
H28 -6.57459 -4.24149 0.24430  0.106
H29 -6.52249 -2.52799 2.01710  0.109
H30 -4.47109 -1.23569 2.41470  0.088
H31 -2.62309 -3.14649 -0.94600  0.082
H32 -4.61849 -4.52929 -1.25160  0.106
H33 -2.29339 -2.28999 4.01940  0.105
H34 -2.95039 -1.52919 6.27220  0.109
H35 -3.19229 0.87761 6.73880  0.107
H36 -2.71029 2.53271 4.96130  0.105
H37 -2.09069 1.78351 2.71410  0.086
H38 -1.05489 -4.11069 0.52280  0.088
H39 0.30821 -5.93879 1.43570  0.107
H40 1.73641 -5.56039 3.42000  0.109
H41 1.72551 -3.35719 4.53180  0.112
H42 0.36341 -1.52579 3.63690  0.106

Summary:
- 2S+1 = 5
- net charge = +1
- energy (Eh) = -6187.45832
- expectation value of S² = 6.260
- maximum force (Eh/bohr) = 0.0298
- LUMO energy (alpha / beta) (eV) = -4.27 / -5.27
- E_HOMO (alpha / beta) (eV) = -9.5381 / -9.4185
- HOMO-LUMO gap (alpha / beta) (eV) = 5.270 / 4.145

---

It is found that the molecular weight values, taken in the order of the records, are 1019.94 1145.44 g/mol.